Entry from the OMol25 dataset: CI3O2S as an isolated structure (ωB97M-V with the def2-TZVPD basis set).

As for the charge: -1. The value obtained for the electronic energy is -1479.84913 hartree. Its energy relative to the best compared isomer or geometry (same formula, charge and spin) is 143.1 kJ/mol. The calculation puts the orbital gap at 6.33 eV. As for the highest occupied orbital energy: -4.59 eV.

Each line ends with the natural charge from an NBO analysis.
CARTESIAN COORDINATES (ANGSTROEM)
C  -0.0606  -0.9316  1.0101  -0.84
O  0.6511  1.4820  -0.0961  -0.94
O  -1.7723  1.0468  0.1902  -0.90
S  -0.4501  0.5237  -0.0876  1.88
I  1.5793  -0.3188  2.1734  0.12
I  0.6384  -2.4254  -0.3900  0.06
I  -0.5858  0.6233  -2.7999  -0.37